DFT (ωB97M-V/def2-TZVPD) results for 7 unconnected molecules or ions with the total composition C12H38N4O12.

Cartesian coordinates (Å):
N: 2.80 2.46 -0.38
C: 3.44 3.62 -0.75
N: 2.48 4.60 -0.93
O: 4.62 3.72 -0.95
H: 1.80 2.53 -0.38
H: 3.22 1.59 -0.07
H: 2.68 5.54 -1.19
H: 1.56 4.27 -0.71
N: -3.88 -3.60 -0.14
C: -2.62 -3.99 -0.43
N: -2.46 -4.93 -1.40
O: -1.66 -3.45 0.13
H: -4.63 -3.99 -0.69
H: -4.08 -2.92 0.56
H: -1.53 -5.31 -1.49
H: -3.20 -5.57 -1.59
O: 5.13 2.65 1.89
C: 5.07 1.42 2.61
C: 3.90 0.54 2.22
O: 4.16 -0.01 0.92
H: 5.06 2.47 0.94
H: 5.99 0.85 2.47
H: 4.94 1.74 3.64
H: 2.94 1.06 2.21
H: 3.88 -0.28 2.95
H: 3.94 -0.95 0.87
O: 3.08 -6.07 -1.51
C: 3.18 -4.65 -1.54
C: 3.24 -4.07 -0.13
O: 3.28 -2.66 -0.17
H: 2.16 -6.30 -1.34
H: 4.08 -4.37 -2.07
H: 2.33 -4.21 -2.07
H: 4.10 -4.48 0.39
H: 2.32 -4.37 0.41
H: 2.41 -2.35 -0.46
O: 0.55 -2.10 -0.72
C: 0.51 -1.00 0.17
C: -0.83 -0.27 0.14
O: -1.83 -0.79 0.98
H: -0.23 -2.65 -0.58
H: 0.63 -1.29 1.23
H: 1.32 -0.32 -0.09
H: -1.15 -0.19 -0.92
H: -0.74 0.79 0.39
H: -1.86 -1.76 0.85
O: -5.16 1.47 -1.77
C: -4.62 1.09 -0.50
C: -5.48 0.04 0.11
O: -6.76 0.69 0.31
H: -6.01 1.89 -1.59
H: -3.56 0.89 -0.63
H: -4.59 1.98 0.15
H: -5.07 -0.27 1.07
H: -5.68 -0.73 -0.63
H: -7.38 0.00 0.58
O: -0.15 3.28 0.36
C: -1.30 3.45 -0.46
C: -1.84 4.86 -0.37
O: -2.32 5.02 0.97
H: -0.41 3.27 1.29
H: -1.04 3.13 -1.47
H: -2.07 2.76 -0.10
H: -2.63 5.00 -1.11
H: -1.02 5.57 -0.51
H: -3.05 5.64 0.99

## Properties
Energy above the lowest of the compared OMol25 structures with the same formula, charge and spin: 0.00 kJ/mol
E: -1601.9207 Ha
HOMO level: -9.1 eV
Molar mass: 430.452 g/mol

Charges obtained by natural (NBO) population analysis, quoted in units of e: -0.88 0.79 -0.87 -0.66 0.39 0.42 0.40 0.39 -0.82 0.80 -0.82 -0.73 0.39 0.42 0.41 0.39 -0.72 -0.08 -0.10 -0.78 0.48 0.17 0.18 0.17 0.17 0.51 -0.72 -0.09 -0.08 -0.76 0.46 0.18 0.16 0.18 0.15 0.50 -0.77 -0.11 -0.09 -0.75 0.50 0.17 0.19 0.16 0.19 0.49 -0.72 -0.10 -0.11 -0.74 0.48 0.20 0.17 0.18 0.17 0.47 -0.75 -0.09 -0.10 -0.74 0.49 0.19 0.17 0.18 0.17 0.48